Record 1
15
Properties=species:S:1:pos:R:3:mulliken_spin:R:1 method="wB97M-V/def2-TZVPD" e_lumo_ha="-0.510 / -0.447" total_charge=+2 e_above_lowest_kj_mol=0.00 e_homo_ev="-16.640 / -16.848" gap_ev="2.8 / 4.7" multiplicity=9
O -1.016 1.230 0.257 -0.130
C 0.348 1.291 -0.200 -0.003
C 0.896 -0.128 -0.191 -0.002
O -1.745 2.629 3.939 0.698
Gd -2.233 2.697 1.844 7.474
H 0.944 1.948 0.441 0.000
H 0.334 1.718 -1.210 -0.004
H 1.890 -0.138 -0.669 -0.003
H 0.991 -0.556 0.822 0.001
O -0.057 -0.892 -0.933 -0.031
H -1.398 0.395 -0.117 0.007
C 0.213 -2.273 -0.980 0.001
H 1.184 -2.465 -1.463 -0.004
H 0.226 -2.708 0.033 -0.004
H -0.578 -2.747 -1.572 0.001

---

Record 2
14
Properties=species:S:1:pos:R:3:nbo_charge:R:1 method="wB97M-V/def2-TZVPD" e_lumo_ha=0.031 smiles="CC(=O)CCO" e_above_lowest_kj_mol=201.80 e_homo_ev=-9.982 gap_ev=10.8
C -0.859 -1.908 -0.205 -0.708
C -0.123 -0.665 0.178 0.557
O 0.536 -0.570 1.208 -0.625
C -0.293 0.499 -0.698 -0.485
C 0.885 1.478 -0.553 -0.080
O 2.007 0.627 -0.528 -0.727
H -1.260 -2.398 0.682 0.241
H -1.642 -1.754 -0.959 0.224
H -0.060 -2.520 -0.637 0.253
H -0.590 0.321 -1.744 0.238
H -1.192 0.497 0.082 0.262
H 0.779 2.063 0.371 0.175
H 1.022 2.190 -1.384 0.194
H 1.793 0.078 0.259 0.483

---

Record 3
54
Properties=species:S:1:pos:R:3:nbo_charge:R:1 method="wB97M-V/def2-TZVPD" e_lumo_ha=0.088 total_charge=-1 e_above_lowest_kj_mol=514.12 e_homo_ev=-4.519 gap_ev=6.9
C -0.270 -0.759 1.282 -0.255
C -0.547 -0.953 -0.194 -0.511
S -2.401 -1.365 -0.313 -0.678
N -0.721 0.613 1.539 -0.725
C -0.969 0.904 2.971 -0.065
N 0.259 1.357 3.639 -0.888
H 0.787 -0.747 1.534 0.167
H -0.509 -1.578 2.011 0.175
H -0.405 -0.028 -0.699 0.206
H 0.049 -1.811 -0.498 0.202
H -1.569 1.006 0.982 0.407
H -1.538 1.903 3.152 0.201
H -1.313 0.072 3.783 0.176
H 0.494 2.320 3.321 0.381
H 1.151 0.818 3.561 0.343
H 2.085 -3.269 -2.934 0.504
H 2.026 -3.578 -1.249 0.530
O 2.053 -2.888 -1.986 -1.010
H -0.763 3.837 1.466 0.477
H -1.430 3.695 0.183 0.462
O -1.643 3.823 1.074 -0.936
H -1.823 1.373 -2.418 0.529
H -2.270 2.784 -1.807 0.469
O -1.473 2.278 -2.090 -1.018
H 2.808 2.657 2.259 0.489
H 1.578 2.795 1.301 0.467
O 1.818 2.783 2.130 -0.978
H 3.447 -2.287 -1.089 0.489
H 3.225 -0.967 -1.617 0.442
O 3.826 -1.307 -1.061 -0.955
H 2.199 -0.725 -2.972 0.484
H 2.501 0.827 -2.498 0.498
O 2.292 0.210 -3.235 -0.974
H 2.129 0.367 1.899 0.466
H 2.953 -0.372 0.870 0.489
O 3.004 -0.071 1.827 -0.962
H 0.607 2.967 -0.629 0.472
H 0.721 1.713 0.246 0.506
O 1.112 2.436 -0.197 -0.955
H -0.720 -1.035 -3.350 0.493
H 0.445 -0.384 -4.163 0.481
O -0.322 -1.027 -4.267 -0.982
H -2.930 -0.883 -2.118 0.483
H -3.319 -0.378 -3.504 0.453
O -2.810 -0.213 -2.829 -1.014
H 0.217 -4.419 1.086 0.512
H 0.757 -3.055 0.865 0.478
O 1.002 -3.990 0.573 -0.991
H -3.164 1.053 -0.173 0.489
H -3.036 2.329 0.535 0.440
O -3.638 1.786 0.323 -0.947
H -1.746 -2.800 1.397 0.486
H -2.361 -4.126 0.602 0.498
O -1.859 -3.690 1.481 -0.998

---

Record 4
85
Properties=species:S:1:pos:R:3:lowdin_charge:R:1 method="wB97M-V/def2-TZVPD" e_lumo_ha=-0.063 smiles="C=CO[P@](=O)(OCN)OCCCC.O=C1C=C(O)C(=O)C=C1O.O=C1C=C(O)C(=O)C=C1O.O=C1C=C(O)C(=O)C=C1O.O=C1C=C(O)C(=O)C=C1O" e_homo_ev=-7.922 gap_ev=6.2
C -4.413 -3.218 1.166 0.016
C -3.297 -2.433 1.309 -0.224
O -2.708 -2.229 2.531 -0.102
P -2.085 -0.745 2.670 0.391
O -3.155 0.247 2.666 -0.203
O -1.039 -0.559 1.480 -0.185
C -1.355 0.532 0.550 -0.270
N -0.281 0.647 -0.412 0.046
O -1.232 -0.822 3.981 -0.142
C -0.326 0.284 4.203 -0.203
C -0.944 1.427 5.023 -0.162
C -0.844 2.805 4.359 -0.232
C -2.085 3.248 3.553 -0.110
H -5.352 -2.771 0.869 0.051
H -4.332 -4.285 1.340 0.049
H -2.781 -2.053 0.432 0.111
H -1.403 1.453 1.122 0.103
H -2.303 0.359 0.053 0.116
H 0.436 1.202 0.042 0.072
H 0.134 -0.275 -0.501 0.057
H 0.474 -0.130 4.811 0.115
H 0.145 0.656 3.295 0.099
H -0.431 1.492 5.981 0.107
H -1.973 1.148 5.240 0.117
H -0.716 3.532 5.161 0.097
H 0.055 2.893 3.748 0.101
H -1.849 3.317 2.495 0.058
H -2.351 4.257 3.857 0.053
H -2.959 2.631 3.728 0.059
O 1.079 -1.586 -7.193 0.104
C 1.288 -1.238 -6.045 -0.338
C 2.278 -0.241 -5.678 0.063
C 2.458 0.073 -4.389 -0.229
O 3.343 0.973 -3.983 0.121
C 1.661 -0.582 -3.294 -0.301
O 1.898 -0.254 -2.145 0.088
C 0.655 -1.559 -3.662 0.080
C 0.473 -1.870 -4.952 -0.239
O -0.429 -2.753 -5.361 0.122
H 2.847 0.222 -6.472 0.140
H 3.267 1.002 -3.010 0.120
H 0.076 -2.011 -2.870 0.134
H -0.349 -2.788 -6.333 0.122
O 2.830 0.900 3.814 0.098
C 3.776 0.132 3.808 -0.306
C 5.098 0.490 4.286 0.074
C 6.092 -0.407 4.232 -0.237
O 7.321 -0.148 4.653 0.119
C 5.883 -1.792 3.682 -0.315
O 6.840 -2.541 3.650 0.111
C 4.555 -2.158 3.223 0.077
C 3.560 -1.262 3.279 -0.228
O 2.326 -1.539 2.875 0.119
H 5.238 1.488 4.678 0.136
H 7.836 -0.963 4.498 0.122
H 4.412 -3.160 2.844 0.137
H 1.801 -0.730 3.016 0.086
O 4.148 -7.097 -9.187 0.110
C 3.962 -6.180 -8.410 -0.315
C 4.061 -4.779 -8.774 0.077
C 3.855 -3.832 -7.848 -0.229
O 3.931 -2.538 -8.120 0.120
C 3.523 -4.179 -6.420 -0.298
O 3.367 -3.269 -5.624 0.105
C 3.404 -5.579 -6.061 0.077
C 3.606 -6.524 -6.989 -0.236
O 3.512 -7.821 -6.730 0.120
H 4.302 -4.542 -9.801 0.137
H 3.737 -2.072 -7.286 0.097
H 3.150 -5.816 -5.037 0.136
H 3.708 -8.277 -7.572 0.122
O -4.212 4.926 2.344 0.097
C -5.293 5.384 2.664 -0.303
C -6.357 4.595 3.259 0.081
C -7.523 5.179 3.566 -0.238
O -8.537 4.521 4.113 0.117
C -7.773 6.640 3.311 -0.316
O -8.865 7.091 3.602 0.107
C -6.700 7.434 2.736 0.073
C -5.534 6.851 2.432 -0.236
O -4.510 7.513 1.906 0.116
H -6.166 3.546 3.436 0.139
H -9.251 5.177 4.227 0.120
H -6.885 8.486 2.571 0.135
H -3.800 6.854 1.785 0.120

---

Record 5
118
Properties=species:S:1:pos:R:3:lowdin_charge:R:1 method="wB97M-V/def2-TZVPD" e_lumo_ha=0.002 e_above_lowest_kj_mol=812.30 e_homo_ev=-9.010 gap_ev=9.1
C 1.686 3.761 -0.092 -0.169
O 2.530 4.835 0.212 -0.105
H 2.287 2.782 -0.186 0.103
H 1.113 3.947 -0.987 0.074
H 0.996 3.642 0.748 0.047
H 1.930 5.574 0.168 0.071
C 3.195 0.944 -2.579 -0.183
O 3.563 2.152 -3.202 -0.132
H 3.905 0.508 -1.959 0.039
H 2.944 0.194 -3.335 0.076
H 2.272 1.134 -2.011 0.057
H 4.499 2.432 -2.951 0.118
C -3.800 -2.524 -1.522 -0.103
O -3.040 -1.255 -1.335 -0.175
H -4.686 -2.292 -2.057 0.053
H -4.190 -2.934 -0.612 0.066
H -3.218 -3.266 -2.083 0.054
H -3.138 -0.987 -0.402 -0.021
C 3.316 -2.373 -1.355 -0.147
O 4.407 -2.054 -2.197 -0.108
H 2.854 -3.195 -1.789 0.053
H 2.596 -1.573 -1.403 0.055
H 3.511 -2.736 -0.407 0.059
H 4.431 -2.583 -3.006 0.089
C -0.140 0.152 -0.347 -0.144
O 0.126 1.159 0.576 -0.184
H -1.157 0.223 -0.765 0.079
H -0.185 -0.803 0.165 0.057
H 0.651 0.064 -1.075 0.058
H 1.090 1.269 0.712 0.038
C 3.453 -0.464 1.490 -0.674
O 2.830 0.353 0.617 -0.085
N 4.698 -0.659 1.347 0.188
N 2.902 -0.984 2.521 0.189
H 5.028 -0.587 0.412 0.112
H 5.280 -1.225 1.945 0.126
H 1.859 -0.929 2.655 0.088
H 3.276 -1.828 3.032 0.151
C -2.866 0.065 2.261 -0.545
O -3.022 -0.699 1.160 -0.074
N -1.897 0.996 2.318 0.171
N -3.757 0.061 3.263 0.171
H -1.313 0.971 1.474 0.073
H -2.007 1.749 2.944 0.103
H -4.488 -0.687 3.321 0.150
H -3.415 0.498 4.104 0.094
C -0.616 -3.436 0.409 -0.018
C -0.426 -4.895 -0.022 -0.637
C -1.578 -5.368 -0.870 -0.039
O 0.726 -5.173 -0.497 0.022
H -1.290 -3.422 1.291 0.097
H -1.162 -2.845 -0.354 0.064
H 0.357 -2.947 0.432 0.077
H -0.532 -5.424 0.900 0.119
H -1.722 -4.715 -1.748 0.062
H -2.454 -5.376 -0.138 0.111
H -1.466 -6.462 -1.132 0.099
H 0.810 -6.116 -0.451 0.121
C 0.199 -2.897 4.262 -0.028
C -0.464 -1.665 3.768 -0.649
C -0.757 -0.804 4.960 -0.022
O 0.201 -1.059 2.885 0.003
H 0.954 -2.540 4.902 0.071
H 0.542 -3.604 3.590 0.061
H -0.563 -3.424 4.840 0.102
H -1.334 -2.110 3.328 0.124
H 0.260 -0.588 5.262 0.094
H -1.247 -1.275 5.797 0.089
H -1.303 0.083 4.768 0.040
H -0.305 -0.320 2.605 0.056
C 1.047 2.229 3.199 -0.028
C 1.763 3.474 3.567 -0.671
C 0.967 4.454 4.461 -0.024
O 2.793 3.234 4.171 0.055
H 1.616 1.423 2.741 0.069
H 0.246 2.560 2.495 0.073
H 0.574 1.911 4.143 0.091
H 2.121 3.975 2.635 0.140
H 0.077 4.582 3.834 0.068
H 1.396 5.434 4.531 0.070
H 0.531 4.102 5.413 0.089
H 3.245 4.014 4.357 0.096
C -1.058 2.834 -3.047 -0.043
C -0.304 2.142 -4.127 -0.652
C -0.962 0.807 -4.327 -0.037
O -0.198 2.768 -5.208 0.034
H -0.855 3.911 -2.870 0.093
H -0.824 2.309 -2.088 0.074
H -2.133 2.812 -3.184 0.070
H 0.699 1.901 -3.877 0.121
H -2.059 0.840 -4.619 0.120
H -0.873 0.376 -3.339 0.044
H -0.457 0.076 -4.919 0.046
H 0.730 2.718 -5.537 0.146
C -3.665 2.728 -0.988 -0.008
C -3.151 3.555 0.244 -0.603
C -1.979 4.253 -0.261 -0.065
O -3.975 4.371 0.712 0.053
H -4.422 2.220 -0.613 0.010
H -3.054 1.870 -1.319 0.076
H -4.156 3.039 -1.904 0.093
H -2.901 2.988 1.118 0.120
H -1.465 4.868 0.515 0.101
H -2.120 5.050 -0.960 0.098
H -1.293 3.609 -0.538 -0.012
H -4.352 3.852 1.431 0.124
C 0.248 -1.978 -2.800 -0.045
C 0.177 -3.256 -3.637 -0.611
C 0.607 -2.849 -5.014 -0.033
O 0.841 -4.318 -3.325 0.022
H -0.768 -1.722 -2.670 0.055
H 0.761 -1.097 -3.270 0.083
H 0.662 -2.156 -1.841 0.035
H -0.856 -3.493 -3.673 0.115
H 0.451 -3.746 -5.616 0.088
H 1.681 -2.725 -4.861 0.084
H 0.237 -1.847 -5.326 0.079
H 0.618 -4.508 -2.411 0.063

---

Record 6
73
Properties=species:S:1:pos:R:3:lowdin_charge:R:1 method="wB97M-V/def2-TZVPD" e_lumo_ha=0.017 smiles="NC(N)=O.NC(N)=O.NC(N)=O.NC(N)=O.NC(N)=O.CCO.CO.CO.CO.CO" e_above_lowest_kj_mol=243.04 e_homo_ev=-9.379 gap_ev=9.8
N -3.978 -2.154 4.855 0.174
C -3.190 -1.214 4.267 -0.649
N -3.066 -1.270 2.875 0.160
O -2.539 -0.378 4.884 -0.019
H -4.576 -2.592 4.203 0.088
H -4.164 -2.042 5.823 0.103
H -3.196 -2.229 2.512 0.089
H -2.468 -0.662 2.312 0.068
N 1.203 1.401 -5.513 0.126
C 1.822 0.208 -4.956 -0.660
N 1.848 0.240 -3.620 0.171
O 2.168 -0.734 -5.607 0.045
H 0.718 1.958 -4.852 0.030
H 0.768 1.323 -6.438 0.095
H 1.987 -0.576 -3.063 0.050
H 1.333 0.923 -3.077 0.065
N 2.689 -1.357 0.731 0.172
C 2.327 -0.102 0.410 -0.649
N 3.088 0.554 -0.468 0.179
O 1.277 0.350 0.907 -0.045
H 3.570 -1.775 0.420 0.130
H 2.134 -1.651 1.528 0.072
H 3.700 -0.047 -1.122 0.153
H 2.967 1.544 -0.731 0.068
N 0.036 -0.535 3.544 0.207
C 0.341 -1.775 3.811 -0.658
N -0.224 -2.375 4.952 0.174
O 1.125 -2.410 3.086 -0.032
H -0.737 -0.145 4.065 0.081
H 0.519 -0.081 2.792 0.078
H 0.034 -3.286 5.320 0.111
H -0.872 -1.813 5.450 0.057
N 0.684 3.347 1.083 0.132
C -0.404 3.883 1.815 -0.638
N -1.586 3.199 1.678 0.176
O -0.344 4.935 2.425 0.037
H 0.597 2.336 0.991 0.048
H 1.486 3.445 1.708 0.110
H -1.731 2.302 1.148 0.099
H -2.309 3.531 2.193 0.058
C -3.123 -0.853 -0.723 -0.063
C -1.704 -0.211 -0.629 -0.294
O -1.519 0.261 0.665 -0.128
H -3.296 -1.659 -0.080 0.028
H -3.444 -1.170 -1.734 0.084
H -3.870 -0.094 -0.548 0.067
H -1.734 0.670 -1.358 0.106
H -0.925 -0.840 -1.003 0.090
H -0.551 0.182 0.885 0.057
C -1.140 -3.902 0.204 -0.154
O -1.459 -3.316 1.430 -0.119
H -0.314 -4.550 0.263 0.064
H -2.028 -4.444 -0.189 0.095
H -0.987 -3.126 -0.578 0.067
H -0.708 -3.068 1.954 0.037
C 3.132 3.843 -2.168 -0.090
O 2.278 2.938 -1.472 -0.190
H 2.687 4.829 -2.218 0.093
H 4.077 3.875 -1.672 0.076
H 3.355 3.541 -3.178 0.085
H 1.763 3.532 -0.875 0.079
C 2.014 -3.504 -2.843 -0.097
O 2.540 -2.304 -2.200 -0.152
H 2.176 -4.362 -2.215 0.070
H 0.936 -3.437 -3.104 0.089
H 2.571 -3.592 -3.754 0.075
H 2.171 -2.266 -1.335 0.015
C -1.359 3.209 -2.332 -0.128
O -0.166 2.505 -2.661 -0.150
H -1.130 4.206 -2.141 0.060
H -2.080 3.223 -3.130 0.082
H -1.828 2.809 -1.434 0.059
H 0.627 2.799 -2.165 0.034